Entry 1:
Density functional theory data (ωB97M-V/def2-TZVPD) for a 2-piece molecular cluster, C25H30N2O6 overall in a non-equilibrium geometry.

Summary:
Gap between HOMO and LUMO: 6.09 eV
Energy: -1531.55517 Ha
ΔE to the lowest compared entry with this formula, charge and spin: 393.6 kJ/mol

Each line ends with the Löwdin charge.
Element x y z (Å)
1 C 4.87 1.94 3.20  -0.06
2 O 4.32 0.61 3.03  -0.09
3 C 3.78 0.30 1.82  -0.25
4 C 3.44 -1.07 1.61  -0.01
5 C 2.73 -1.42 0.49  -0.03
6 C 2.36 -0.44 -0.47  -0.20
7 C 1.55 -0.85 -1.58  0.07
8 C 0.66 -0.07 -2.26  -0.06
9 C 0.05 -0.63 -3.48  -0.42
10 O 0.13 -1.80 -3.81  0.11
11 O -0.73 0.23 -4.21  0.08
12 C -0.57 1.64 -3.91  -0.51
13 C 0.80 2.15 -4.33  0.02
14 C -1.70 2.38 -4.61  0.02
15 O -0.80 1.83 -2.48  0.07
16 C -0.13 1.00 -1.63  -0.40
17 O -0.31 1.12 -0.43  0.12
18 C 2.82 0.88 -0.32  -0.01
19 C 3.54 1.25 0.80  -0.01
20 H 5.19 1.97 4.25  0.09
21 H 5.73 2.09 2.53  0.10
22 H 4.09 2.70 3.02  0.09
23 H 3.72 -1.78 2.38  0.13
24 H 2.39 -2.44 0.35  0.13
25 H 1.68 -1.87 -1.95  0.14
26 H 1.62 1.64 -3.81  0.09
27 H 0.93 2.02 -5.41  0.10
28 H 0.87 3.22 -4.11  0.10
29 H -2.67 1.99 -4.27  0.09
30 H -1.64 3.44 -4.38  0.10
31 H -1.63 2.25 -5.69  0.10
32 H 2.60 1.61 -1.10  0.12
33 H 3.91 2.27 0.89  0.10
34 C -0.05 -2.80 3.97  -0.07
35 C 0.33 -1.46 3.39  -0.22
36 N -0.81 -0.81 2.74  -0.07
37 C -1.75 -0.06 3.60  -0.22
38 C -1.47 1.43 3.53  -0.08
39 C -1.05 -1.09 1.42  -0.46
40 C -2.19 -0.49 0.83  -0.07
41 N -2.64 -0.87 -0.40  -0.04
42 C -2.42 -2.14 -0.89  0.00
43 C -3.05 -2.54 -2.05  -0.05
44 C -3.87 -1.66 -2.76  -0.08
45 C -4.04 -0.36 -2.26  -0.07
46 C -3.43 0.02 -1.09  -0.04
47 O -0.26 -1.84 0.78  -0.03
48 H 0.82 -3.24 4.47  0.07
49 H -0.86 -2.68 4.69  0.07
50 H -0.37 -3.47 3.16  0.08
51 H 0.70 -0.77 4.17  0.12
52 H 1.11 -1.57 2.63  0.08
53 H -2.78 -0.27 3.30  0.11
54 H -1.62 -0.42 4.63  0.11
55 H -2.18 1.98 4.15  0.07
56 H -0.46 1.62 3.90  0.07
57 H -1.54 1.80 2.50  0.07
58 H -2.61 0.42 1.26  0.10
59 H -1.73 -2.76 -0.33  0.12
60 H -2.85 -3.56 -2.37  0.11
61 H -4.35 -1.97 -3.68  0.10
62 H -4.66 0.38 -2.76  0.11
63 H -3.51 1.00 -0.62  0.14


Entry 2:
Density functional theory data (ωB97M-V/def2-TZVPD) for one molecule with the formula C25H30N2O7 in a non-equilibrium geometry.

Summary:
Gap between HOMO and LUMO: 7.98 eV
SMILES: CCOc1ccc([C@H]2C(C(=O)c3ccco3)=C(O)C(=O)N2CCN2CCOCC2)cc1OCC
Energy: -1606.79606 Ha
ΔE to the lowest compared entry with this formula, charge and spin: 332.3 kJ/mol

Each line ends with the Löwdin charge.
Element x y z (Å)
1 C -3.95 -2.97 -1.03  -0.06
2 C -3.11 -4.05 -0.35  -0.23
3 O -2.48 -3.59 0.83  -0.04
4 C -1.61 -2.54 0.78  -0.20
5 C -1.59 -1.74 1.92  0.00
6 C -0.74 -0.65 2.03  -0.03
7 C 0.08 -0.32 0.97  -0.19
8 C 0.09 -1.12 -0.16  0.03
9 C -0.70 -2.26 -0.26  -0.18
10 O -0.67 -3.10 -1.33  -0.07
11 C 0.46 -3.08 -2.20  -0.23
12 C 1.74 -3.55 -1.51  -0.05
13 H 2.55 -3.55 -2.23  0.08
14 H 1.60 -4.56 -1.13  0.08
15 H 2.00 -2.90 -0.67  0.06
16 H 0.18 -3.78 -3.00  0.13
17 H 0.59 -2.09 -2.64  0.12
18 H 0.76 -0.86 -0.97  0.13
19 C 0.92 0.93 1.01  -0.15
20 N 0.30 2.00 0.24  0.01
21 C 1.09 2.44 -0.76  -0.39
22 O 0.86 3.28 -1.61  0.09
23 C 2.36 1.68 -0.65  -0.16
24 C 2.28 0.80 0.37  -0.02
25 C 3.23 -0.24 0.79  -0.28
26 O 2.86 -1.30 1.27  0.11
27 C 4.64 0.04 0.56  -0.19
28 C 5.71 -0.82 0.58  0.02
29 C 6.86 -0.04 0.34  -0.04
30 C 6.40 1.24 0.20  -0.09
31 O 5.08 1.30 0.34  0.05
32 H 6.92 2.16 0.02  0.13
33 H 7.87 -0.37 0.28  0.10
34 H 5.66 -1.88 0.75  0.12
35 O 3.31 1.91 -1.57  0.12
36 H 2.96 2.60 -2.15  0.13
37 C -1.08 2.39 0.41  -0.09
38 H -1.40 2.07 1.40  0.12
39 C -1.97 1.73 -0.68  -0.15
40 N -3.39 1.76 -0.44  -0.17
41 C -3.98 3.08 -0.34  -0.17
42 C -5.50 2.93 -0.41  -0.20
43 H -6.00 3.89 -0.27  0.12
44 O -5.97 2.10 0.63  -0.13
45 C -5.37 0.83 0.56  -0.20
46 C -3.85 0.93 0.66  -0.16
47 H -3.40 -0.06 0.57  0.11
48 H -3.59 1.35 1.64  0.13
49 H -5.78 0.25 1.40  0.13
50 H -5.64 0.34 -0.39  0.12
51 H -5.78 2.50 -1.38  0.13
52 H -3.64 3.69 -1.18  0.13
53 H -3.71 3.59 0.60  0.13
54 H -1.78 2.24 -1.63  0.13
55 H -1.68 0.69 -0.78  0.11
56 H -1.14 3.48 0.33  0.13
57 H 1.02 1.25 2.06  0.17
58 H -0.74 -0.07 2.94  0.12
59 H -2.26 -2.00 2.72  0.12
60 H -3.76 -4.86 0.00  0.12
61 H -2.38 -4.46 -1.05  0.11
62 H -3.31 -2.18 -1.41  0.07
63 H -4.65 -2.54 -0.32  0.08
64 H -4.50 -3.41 -1.86  0.08


Entry 3:
Density functional theory data (ωB97M-V/def2-TZVPD) for one molecule with the formula C25H30N4O2S.

Summary:
Gap between HOMO and LUMO: 8.33 eV
SMILES: COc1cccc(N2CCN(C(=O)c3ccc4nc(N5CCC(C)CC5)sc4c3)CC2)c1
Energy: -1738.38291 Ha
ΔE to the lowest compared entry with this formula, charge and spin: 68.8 kJ/mol

Each line ends with the Löwdin charge.
Element x y z (Å)
1 C -1.12 -1.42 -1.62  -0.08
2 H -0.99 -2.50 -1.70  0.08
3 O 0.15 -0.86 -1.82  -0.11
4 C 0.27 0.51 -1.83  -0.29
5 C -0.78 1.39 -1.61  0.03
6 C -0.58 2.77 -1.64  -0.21
7 C 0.71 3.24 -1.92  -0.04
8 C 1.75 2.36 -2.11  -0.08
9 C 1.56 0.99 -2.06  -0.04
10 H 2.37 0.30 -2.21  0.11
11 H 2.74 2.75 -2.30  0.11
12 H 0.90 4.30 -2.00  0.10
13 N -1.63 3.66 -1.49  -0.09
14 C -1.43 4.94 -0.82  -0.12
15 H -0.37 5.10 -0.65  0.11
16 C -2.15 4.95 0.55  -0.11
17 N -2.18 3.58 1.05  -0.04
18 C -1.06 3.15 1.69  -0.41
19 O -0.23 3.93 2.11  0.08
20 C -0.86 1.68 1.82  -0.15
21 C 0.37 1.21 1.40  -0.02
22 C 0.61 -0.15 1.42  -0.45
23 C -0.37 -1.06 1.87  -0.32
24 C -1.58 -0.57 2.36  -0.01
25 C -1.82 0.79 2.33  -0.04
26 H -2.75 1.18 2.72  0.12
27 H -2.32 -1.26 2.74  0.11
28 N -0.03 -2.38 1.76  0.12
29 C 1.15 -2.53 1.26  -0.56
30 N 1.75 -3.71 1.08  -0.12
31 C 2.88 -3.84 0.19  -0.18
32 H 3.48 -2.93 0.24  0.08
33 C 2.40 -4.11 -1.23  -0.14
34 H 3.26 -4.22 -1.90  0.12
35 C 1.53 -5.37 -1.27  -0.39
36 C 0.99 -5.62 -2.67  -0.07
37 H 0.38 -6.52 -2.69  0.08
38 H 1.81 -5.75 -3.38  0.08
39 H 0.39 -4.78 -3.00  0.08
40 C 0.39 -5.24 -0.26  -0.14
41 H -0.18 -6.17 -0.21  0.12
42 C 0.93 -4.91 1.14  -0.14
43 H 0.12 -4.73 1.84  0.11
44 H 1.56 -5.73 1.50  0.13
45 H -0.28 -4.44 -0.57  0.11
46 H 2.16 -6.23 -0.98  0.14
47 H 1.81 -3.25 -1.57  0.11
48 H 3.49 -4.68 0.55  0.13
49 S 2.01 -1.01 0.87  1.11
50 H 1.12 1.90 1.03  0.13
51 C -3.09 2.76 0.27  -0.12
52 H -4.11 2.92 0.63  0.13
53 C -2.96 3.17 -1.22  -0.13
54 H -3.20 2.33 -1.88  0.12
55 H -3.66 3.98 -1.45  0.12
56 H -2.83 1.71 0.41  0.10
57 H -3.17 5.32 0.48  0.12
58 H -1.59 5.56 1.27  0.12
59 H -1.81 5.75 -1.45  0.12
60 H -1.75 0.98 -1.41  0.09
61 H -1.53 -1.18 -0.63  0.09
62 H -1.83 -1.10 -2.39  0.10


Entry 4:
Density functional theory data (ωB97M-V/def2-TZVPD) for one molecule with the formula C25H30N4O5.

Summary:
Gap between HOMO and LUMO: 9.12 eV
SMILES: O=C(CCCCn1c(=O)c2ccccc2n(CC(=O)NC2CCCC2)c1=O)NCc1ccco1
Energy: -1565.99604 Ha
ΔE to the lowest compared entry with this formula, charge and spin: 42.6 kJ/mol

Each line ends with the Löwdin charge.
Element x y z (Å)
1 O 0.31 -1.27 -0.59  0.04
2 C 0.17 -2.46 -0.36  -0.48
3 N -0.76 -2.94 0.48  0.09
4 H -0.86 -3.94 0.58  0.15
5 C -1.71 -2.12 1.20  -0.08
6 C -3.00 -1.98 0.45  -0.26
7 C -3.26 -1.91 -0.88  -0.03
8 C -4.67 -1.78 -1.00  -0.07
9 C -5.15 -1.77 0.27  -0.12
10 O -4.14 -1.90 1.16  0.05
11 H -6.14 -1.69 0.67  0.12
12 H -5.24 -1.69 -1.90  0.10
13 H -2.55 -1.95 -1.68  0.11
14 H -1.25 -1.14 1.34  0.11
15 H -1.90 -2.55 2.18  0.14
16 C 0.99 -3.53 -1.06  -0.09
17 H 1.09 -4.41 -0.43  0.12
18 H 0.41 -3.82 -1.95  0.13
19 C 2.36 -3.01 -1.50  -0.18
20 C 3.47 -3.28 -0.49  -0.17
21 H 3.55 -4.35 -0.31  0.12
22 H 4.41 -2.94 -0.92  0.10
23 C 3.28 -2.61 0.87  -0.11
24 N 3.03 -1.17 0.79  0.09
25 C 1.94 -0.69 1.49  -0.43
26 O 1.25 -1.42 2.18  0.07
27 N 1.68 0.66 1.40  0.05
28 C 2.44 1.52 0.63  -0.12
29 C 2.13 2.87 0.49  0.01
30 C 2.93 3.69 -0.28  -0.06
31 C 4.06 3.20 -0.92  -0.07
32 C 4.38 1.87 -0.78  0.00
33 C 3.58 1.02 -0.01  -0.06
34 C 3.96 -0.38 0.13  -0.36
35 O 5.00 -0.85 -0.28  0.09
36 H 5.26 1.44 -1.25  0.12
37 H 4.67 3.85 -1.52  0.10
38 H 2.67 4.73 -0.38  0.11
39 H 1.26 3.29 0.98  0.10
40 C 0.61 1.18 2.22  -0.03
41 H 1.00 1.95 2.90  0.14
42 H 0.23 0.35 2.82  0.13
43 C -0.57 1.80 1.45  -0.50
44 O -1.16 2.76 1.90  0.06
45 N -0.87 1.16 0.31  0.12
46 H -0.32 0.36 0.02  0.09
47 C -1.93 1.56 -0.60  -0.26
48 C -1.70 2.95 -1.21  -0.14
49 H -1.09 3.54 -0.53  0.11
50 H -1.19 2.90 -2.18  0.11
51 C -3.09 3.58 -1.30  -0.19
52 H -3.63 3.18 -2.16  0.11
53 H -3.05 4.66 -1.38  0.11
54 C -3.74 3.10 -0.01  -0.19
55 H -4.83 3.22 0.00  0.11
56 H -3.32 3.65 0.84  0.10
57 C -3.32 1.63 0.08  -0.13
58 H -4.03 1.00 -0.45  0.10
59 H -3.27 1.29 1.11  0.11
60 H -1.95 0.80 -1.38  0.14
61 H 2.44 -3.04 1.41  0.12
62 H 4.19 -2.76 1.46  0.14
63 H 2.28 -1.94 -1.69  0.11
64 H 2.64 -3.49 -2.44  0.11


Entry 5:
Density functional theory data (ωB97M-V/def2-TZVPD) for C25H30N7PtSSe2 as an isolated structure.

Summary:
Gap between HOMO and LUMO (alpha / beta): 6.81 / 4.06 eV
Energy: -6673.36588 Ha
2S+1: 5
Total charge: +3
ΔE to the lowest compared entry with this formula, charge and spin: 0.0 kJ/mol

Each line ends with the Löwdin charge.
Element x y z (Å)
1 Pt -0.15 -0.05 -0.14  0.56
2 C 2.24 1.89 1.05  -0.11
3 N 2.21 0.63 0.32  -0.12
4 C 2.90 -0.50 0.97  -0.09
5 C 1.94 -1.42 1.65  -0.31
6 N 0.64 -1.42 1.45  0.01
7 C 0.13 -2.44 2.25  -0.23
8 C -1.18 -2.87 2.45  -0.02
9 C -1.38 -3.94 3.31  -0.05
10 C -0.30 -4.56 3.97  -0.04
11 C 1.00 -4.13 3.79  0.02
12 C 1.18 -3.06 2.92  -0.17
13 N 2.32 -2.37 2.52  0.20
14 C 1.00 2.16 1.84  -0.21
15 N -0.19 1.54 1.61  0.10
16 C -1.06 2.08 2.47  -0.15
17 C -2.45 1.79 2.67  0.06
18 C -3.10 2.50 3.63  0.00
19 C -2.42 3.48 4.40  0.08
20 C -1.05 3.79 4.23  0.08
21 C -0.40 3.07 3.27  -0.12
22 N 0.91 3.06 2.81  0.22
23 H 3.11 1.97 1.71  0.15
24 H 2.32 2.72 0.33  0.15
25 H 2.61 0.78 -0.60  0.11
26 H 3.45 -1.05 0.20  0.15
27 H 3.65 -0.14 1.68  0.14
28 H -2.01 -2.39 1.95  0.07
29 H -2.38 -4.30 3.49  0.12
30 H -0.50 -5.39 4.63  0.12
31 H 1.82 -4.60 4.30  0.13
32 H 3.27 -2.56 2.83  0.19
33 H -2.94 1.04 2.07  0.11
34 H -4.15 2.33 3.82  0.14
35 H -2.98 4.03 5.15  0.14
36 H -0.57 4.54 4.84  0.15
37 H 1.67 3.64 3.15  0.20
38 C -3.51 -1.91 -0.14  -0.33
39 Se -2.64 -0.29 -0.78  0.91
40 C -2.34 -0.90 -2.61  -0.51
41 C -1.42 -2.09 -2.72  -0.47
42 Se 0.38 -1.75 -2.03  0.95
43 C 0.63 -3.44 -1.11  -0.33
44 H -4.39 -2.06 -0.75  0.05
45 H -3.83 -1.73 0.89  0.03
46 H -2.85 -2.77 -0.18  0.03
47 H -1.98 -0.02 -3.13  0.03
48 H -3.33 -1.15 -3.01  0.10
49 H -1.30 -2.36 -3.77  0.09
50 H -1.79 -2.97 -2.19  0.07
51 H 0.56 -4.23 -1.86  0.05
52 H -0.12 -3.56 -0.34  0.03
53 H 1.62 -3.44 -0.68  0.03
54 C -1.02 6.37 -3.61  0.00
55 C -1.40 4.93 -3.48  -0.28
56 C -2.54 4.39 -4.08  0.05
57 C -2.84 3.06 -3.87  -0.06
58 N -2.07 2.27 -3.11  0.06
59 C -0.98 2.87 -2.64  -0.75
60 S 0.17 1.88 -1.75  0.81
61 N -0.59 4.13 -2.77  0.11
62 H -1.66 6.89 -4.32  0.09
63 H 0.02 6.44 -3.94  0.10
64 H -1.09 6.86 -2.64  0.10
65 H -3.18 5.01 -4.70  0.13
66 H -3.72 2.61 -4.31  0.13


Entry 6:
Density functional theory data (ωB97M-V/def2-TZVPD) for a 2-piece molecular cluster, C25H30NO overall.

Summary:
Gap between HOMO and LUMO: 3.94 eV
Energy: -1100.31973 Ha
Total charge: +1
ΔE to the lowest compared entry with this formula, charge and spin: 80.1 kJ/mol

Each line ends with the Löwdin charge.
Element x y z (Å)
1 C 2.33 2.07 -3.11  -0.20
2 C 2.74 3.35 -2.36  -0.19
3 C 1.65 3.80 -1.38  -0.14
4 C 0.96 2.68 -0.64  -0.24
5 N 0.00 3.02 0.36  -0.10
6 C -0.01 4.38 0.92  -0.15
7 C -0.84 4.47 2.19  -0.18
8 O -2.15 3.96 1.99  -0.13
9 C -2.12 2.60 1.59  -0.20
10 C -1.35 2.41 0.28  -0.14
11 C 1.16 1.39 -0.98  -0.07
12 C 2.02 0.94 -2.11  -0.21
13 H 1.44 2.28 -3.72  0.12
14 H 3.11 1.77 -3.82  0.11
15 H 3.67 3.15 -1.80  0.12
16 H 2.99 4.15 -3.06  0.11
17 H 2.07 4.51 -0.66  0.11
18 H 0.88 4.36 -1.92  0.13
19 H 1.03 4.68 1.12  0.12
20 H -0.40 5.06 0.15  0.13
21 H -0.38 3.91 3.01  0.12
22 H -0.95 5.51 2.53  0.13
23 H -1.68 2.01 2.40  0.12
24 H -3.17 2.27 1.48  0.13
25 H -1.88 2.89 -0.55  0.13
26 H -1.26 1.35 0.03  0.09
27 H 0.65 0.64 -0.40  0.07
28 H 1.53 0.10 -2.63  0.10
29 H 2.96 0.54 -1.72  0.11
30 C 0.15 -1.91 1.45  0.07
31 C 1.40 -2.38 1.96  -0.20
32 C 2.18 -1.56 2.79  0.00
33 C 3.37 -2.02 3.31  -0.04
34 C 3.81 -3.30 3.02  -0.03
35 C 3.06 -4.12 2.20  -0.04
36 C 1.87 -3.67 1.68  0.00
37 C -0.62 -2.58 0.53  -0.05
38 C -1.87 -2.14 0.12  0.07
39 C -2.72 -2.84 -0.80  -0.20
40 C -3.89 -2.23 -1.28  0.00
41 C -4.72 -2.89 -2.16  -0.05
42 C -4.41 -4.17 -2.57  -0.03
43 C -3.27 -4.80 -2.11  -0.04
44 C -2.43 -4.14 -1.24  0.00
45 H -0.22 -0.97 1.84  0.13
46 H 1.83 -0.57 3.03  0.12
47 H 3.96 -1.38 3.95  0.12
48 H 4.74 -3.66 3.43  0.12
49 H 3.39 -5.13 1.99  0.12
50 H 1.28 -4.34 1.07  0.11
51 H -0.22 -3.47 0.09  0.10
52 H -2.23 -1.22 0.53  0.13
53 H -4.13 -1.23 -0.96  0.12
54 H -5.61 -2.40 -2.53  0.12
55 H -5.07 -4.69 -3.25  0.12
56 H -3.04 -5.80 -2.42  0.12
57 H -1.56 -4.65 -0.87  0.11


Entry 7:
Density functional theory data (ωB97M-V/def2-TZVPD) for C25H31B2F7N11O4W as an isolated structure in a non-equilibrium geometry.

Summary:
Gap between HOMO and LUMO: 4.44 eV
Energy: -2689.62544 Ha
Total charge: +3

Each line ends with the Löwdin charge.
Element x y z (Å)
1 W -0.90 0.13 0.01  2.03
2 C -1.89 3.80 2.44  0.08
3 C -1.73 2.43 1.91  -0.17
4 N -1.04 2.14 0.87  -0.05
5 O -0.34 3.15 0.29  0.08
6 B -0.90 3.42 -1.05  -1.02
7 F -0.11 4.20 -1.77  0.30
8 F -2.25 3.61 -1.03  0.23
9 O -0.73 1.90 -1.74  0.01
10 N -1.76 1.09 -1.53  -0.17
11 C -2.85 0.93 -2.20  -0.15
12 C -3.33 1.78 -3.30  0.07
13 C -3.53 -0.28 -1.64  -0.17
14 N -2.78 -0.83 -0.75  -0.04
15 O -3.25 -1.98 -0.18  0.18
16 B -3.15 -2.05 1.20  -0.71
17 F -3.50 -3.14 1.79  0.37
18 F -0.64 -1.56 0.75  -0.29
19 O -2.79 -0.96 1.98  0.16
20 N -2.20 0.16 1.49  -0.10
21 C -2.39 1.23 2.50  -0.29
22 C -3.86 1.46 2.85  0.07
23 C -4.85 -0.76 -2.11  0.07
24 H -1.03 4.42 2.18  0.12
25 H -2.05 3.81 3.51  0.11
26 H -2.77 4.24 1.97  0.14
27 H -2.52 2.39 -3.70  0.12
28 H -4.09 2.46 -2.89  0.14
29 H -3.79 1.19 -4.08  0.12
30 H -4.30 0.55 3.24  0.11
31 H -4.41 1.79 1.97  0.12
32 H -3.93 2.23 3.61  0.12
33 H -4.83 -0.89 -3.19  0.12
34 H -5.61 0.01 -1.90  0.13
35 H -5.13 -1.69 -1.63  0.11
36 F -2.13 -0.21 4.40  0.23
37 C -1.58 0.80 3.78  -0.56
38 F -1.49 1.83 4.61  0.21
39 F -0.32 0.45 3.41  0.15
40 N 7.99 -1.48 5.50  0.22
41 C 7.15 -1.14 4.79  -0.15
42 C 6.10 -0.72 3.90  -0.19
43 C 6.35 -0.65 2.53  0.02
44 C 5.34 -0.26 1.67  0.01
45 C 4.10 0.07 2.20  -0.19
46 C 3.84 0.01 3.56  0.01
47 C 4.85 -0.39 4.42  0.02
48 N 3.04 0.48 1.31  0.03
49 C 3.16 1.42 0.30  0.05
50 C 1.95 1.53 -0.28  -0.06
51 N 1.07 0.65 0.36  -0.12
52 C 1.80 0.03 1.32  -0.10
53 H 7.32 -0.91 2.15  0.14
54 H 5.52 -0.22 0.60  0.13
55 H 2.88 0.31 3.96  0.12
56 H 4.68 -0.44 5.48  0.14
57 H 4.08 1.95 0.12  0.16
58 H 1.63 2.18 -1.08  0.12
59 H 1.45 -0.74 1.99  0.16
60 C 0.41 -0.37 -3.00  -0.14
61 N 1.02 -1.24 -3.95  -0.06
62 C 0.13 -2.35 -4.29  -0.11
63 N -0.16 -3.14 -3.09  -0.07
64 C -0.80 -2.33 -2.12  -0.15
65 N 0.05 -1.11 -1.68  -0.13
66 C 1.41 -1.75 -1.22  -0.15
67 N 1.99 -2.58 -2.22  -0.06
68 C 2.27 -1.78 -3.42  -0.11
69 C 1.09 -3.68 -2.55  -0.11
70 H -0.52 0.02 -3.42  0.12
71 H 1.08 0.44 -2.75  0.12
72 H 0.60 -2.98 -5.04  0.15
73 H -0.81 -1.96 -4.70  0.14
74 H -1.02 -2.91 -1.22  0.13
75 H -1.72 -1.95 -2.56  0.12
76 H 1.20 -2.32 -0.32  0.13
77 H 2.09 -0.92 -1.02  0.11
78 H 2.74 -2.41 -4.17  0.15
79 H 2.95 -0.97 -3.17  0.14
80 H 0.89 -4.28 -1.66  0.15
81 H 1.56 -4.32 -3.30  0.15